(1)
90
Properties=species:S:1:pos:R:3:forces:R:3 method="wB97M-V/def2-TZVPD" homo_lumo_gap_ev=7.452 charge=0 total_energy_ev=-78980.3947 e_homo_ev=-7.72 relative_energy_kcal_mol=27.71
Be 0.50637 -0.48075 -0.62818 -0.3 0.0 0.2
O 6.31124 1.12809 -0.86386 0.0 0.3 0.0
C 5.86910 1.85347 0.05711 0.2 -0.7 0.1
O 6.38722 2.66229 0.81796 -0.2 0.2 0.0
C 4.41838 1.40679 0.20986 0.0 -0.1 -0.3
C 4.10996 0.30046 1.01206 0.1 0.1 0.1
C 2.90731 -0.34183 0.87986 -0.1 0.0 0.2
N 1.96140 0.07592 0.01861 0.0 0.0 -0.1
C 2.22231 1.20322 -0.69627 -0.3 0.0 0.1
C 3.39998 1.88506 -0.62796 0.0 0.2 0.1
C 1.06011 1.58861 -1.58359 0.0 -0.3 0.0
O 0.97647 2.62580 -2.17559 0.0 0.1 -0.1
O 0.14419 0.61709 -1.58882 0.5 0.3 -0.6
H 4.83750 -0.06821 1.72270 0.0 0.0 0.0
H 2.67136 -1.20724 1.48396 0.0 0.0 0.0
H 3.53259 2.76972 -1.23644 0.0 -0.1 0.0
C -5.53800 -5.36614 -0.78078 0.0 0.0 0.0
C -4.50454 -4.49842 -0.06832 0.0 0.1 0.1
C -4.56300 -4.78654 1.44769 0.0 0.0 0.0
C -4.77341 -3.00369 -0.26074 -0.1 -0.2 -0.1
C -6.03551 -2.44822 -0.44037 0.0 0.1 0.0
C -6.21153 -1.06903 -0.48991 0.1 0.0 0.0
C -5.11845 -0.21809 -0.38594 -0.1 0.0 -0.1
C -3.83781 -0.73783 -0.23309 0.1 0.2 0.1
P -2.27062 0.23450 -0.24800 -0.5 0.0 0.2
C -2.77623 1.69959 -1.21680 0.1 0.0 0.0
C -3.38187 2.83378 -0.68007 0.0 0.0 0.1
C -3.73680 3.89548 -1.50029 0.0 0.0 0.0
C -3.48995 3.83459 -2.86502 0.0 0.0 0.0
C -2.88867 2.70789 -3.40937 0.0 0.0 0.1
C -2.53155 1.64912 -2.58791 0.0 0.0 -0.1
C -2.16648 0.87964 1.46043 -0.1 -0.1 0.0
C -1.34948 1.98569 1.70891 0.1 0.0 0.0
C -1.15520 2.44028 3.00423 0.0 0.0 0.0
C -1.75588 1.78481 4.07242 0.0 0.0 0.0
C -2.54339 0.66713 3.83787 0.0 0.0 0.0
C -2.74658 0.21505 2.53927 0.0 0.0 0.0
C -3.71479 -2.11470 -0.15728 -0.1 -0.1 0.0
O -2.44322 -2.57848 0.05956 0.2 0.1 0.2
C -2.12678 -3.81199 -0.40931 -0.2 0.0 0.2
C -0.79146 -4.01513 -0.67240 0.5 -0.1 -0.4
C -0.36082 -5.28182 -1.05410 -0.1 -0.1 -0.2
C -1.29299 -6.29737 -1.21467 -0.1 0.2 0.1
C -2.64331 -6.04983 -0.96956 0.1 0.0 0.1
C -3.08284 -4.80488 -0.53336 -0.3 -0.2 -0.1
P 0.37202 -2.65159 -0.40303 0.4 0.0 0.3
C 0.78629 -2.88487 1.34659 0.0 0.1 0.1
C 0.24407 -1.96216 2.24148 0.0 0.0 0.0
C 0.49074 -2.07793 3.60164 0.0 0.0 0.0
C 1.28577 -3.11422 4.06974 0.0 0.0 0.0
C 1.81337 -4.04794 3.18428 0.0 0.0 0.0
C 1.55455 -3.94297 1.82735 0.0 0.0 0.0
C 1.80941 -3.01709 -1.44947 -0.1 -0.1 0.0
C 1.56775 -2.95555 -2.82557 0.1 -0.1 0.0
C 2.61645 -3.07715 -3.72085 0.0 0.0 0.0
C 3.91486 -3.23731 -3.25051 0.0 0.0 0.0
C 4.15878 -3.29333 -1.88789 0.0 0.0 0.0
C 3.10870 -3.18404 -0.98584 0.0 0.0 0.1
H -6.54048 -5.14573 -0.41517 0.0 0.0 0.0
H -5.36173 -6.42257 -0.57762 0.0 0.0 0.0
H -5.51776 -5.20717 -1.86007 0.0 0.0 0.0
H -5.55261 -4.53946 1.83715 0.0 0.0 0.0
H -3.82377 -4.19022 1.98624 0.0 0.0 0.0
H -4.36170 -5.84223 1.64161 0.0 0.0 0.0
H -6.90228 -3.09034 -0.52639 0.0 0.0 0.0
H -7.20583 -0.65997 -0.61310 0.0 0.0 0.0
H -5.25448 0.85408 -0.45815 0.0 0.0 0.0
H -3.57226 2.89493 0.38518 0.0 0.0 0.0
H -4.20275 4.77379 -1.07161 0.0 0.0 0.0
H -3.75582 4.66869 -3.50176 0.0 0.0 0.0
H -2.68062 2.66251 -4.47043 0.0 0.0 0.0
H -2.03773 0.78050 -3.00872 0.0 0.1 0.0
H -0.86658 2.49560 0.88092 0.0 0.0 0.0
H -0.53085 3.30698 3.18055 0.0 0.0 0.0
H -1.60874 2.14427 5.08284 0.0 0.0 0.0
H -3.00693 0.14666 4.66689 0.0 0.0 0.0
H -3.36806 -0.65643 2.36713 0.0 0.0 0.0
H 0.68642 -5.46250 -1.26297 0.0 0.0 0.0
H -0.97120 -7.28362 -1.52070 0.0 0.0 0.0
H -3.35368 -6.85742 -1.09043 0.0 0.0 0.0
H -0.37497 -1.14457 1.87852 0.1 -0.1 0.0
H 0.06980 -1.35633 4.28993 0.0 0.0 0.0
H 1.49293 -3.19916 5.12860 0.0 0.0 0.0
H 2.42797 -4.85846 3.55411 0.0 0.0 0.0
H 1.95730 -4.68182 1.14464 0.0 0.0 0.0
H 0.55763 -2.81127 -3.19475 0.0 0.0 0.0
H 2.42416 -3.03168 -4.78454 0.0 0.0 0.0
H 4.73854 -3.30162 -3.94927 0.0 0.0 0.0
H 5.16970 -3.40582 -1.52021 0.0 0.0 0.0
H 3.31756 -3.20167 0.07637 0.0 0.0 -0.1

***

(2)
92
Properties=species:S:1:pos:R:3:forces:R:3 method="wB97M-V/def2-TZVPD" s2=0.81 homo_lumo_gap_ev="6.186 / 6.784" charge=+1 total_energy_ev=-188156.6887 e_homo_ev="-9.74 / -10.34" spin_multiplicity=2
Co 0.46821 -0.86051 0.10953 0.3 -0.5 -0.1
C -0.32493 -0.93886 3.54995 0.2 0.0 0.0
O 0.17896 -0.13488 2.48514 -0.1 -0.1 0.1
C 0.49769 1.15165 2.78221 -0.1 0.0 -0.1
C 0.68621 1.65133 4.05796 0.0 0.0 0.0
C 1.06820 2.98118 4.20697 0.0 0.0 -0.1
Br 1.34315 3.65536 5.94630 0.0 0.0 0.0
C 1.25102 3.80624 3.11867 0.0 -0.1 0.0
C 1.02129 3.30664 1.83522 0.0 0.1 0.0
C 0.64456 1.98230 1.67545 0.2 0.1 0.1
O 0.46155 1.41688 0.42321 -0.2 -0.2 0.2
C 1.21704 4.20029 0.68097 0.0 0.0 0.1
N 2.12389 5.13176 0.63184 0.0 -0.1 -0.1
C 1.96185 5.72267 -0.61446 0.0 0.1 0.1
C 2.66361 6.77933 -1.19506 0.0 0.0 0.0
C 2.27887 7.18619 -2.45632 0.0 0.0 0.0
C 1.22243 6.56022 -3.13943 0.0 0.0 0.0
C 0.52067 5.50879 -2.58269 0.0 0.0 0.0
C 0.91599 5.10829 -1.31031 -0.1 -0.1 0.0
N 0.46157 4.10546 -0.46778 0.0 0.1 0.1
H -1.15242 -0.43065 4.04865 0.0 0.0 0.0
H 0.46357 -1.16297 4.27094 0.0 0.0 0.0
H -0.67719 -1.85714 3.09425 0.0 0.0 0.0
H 0.56526 1.02536 4.92925 0.0 0.0 0.0
H 1.56618 4.83297 3.23205 0.0 0.0 0.0
H 1.09055 1.87133 -0.15665 -0.1 0.0 -0.2
H 3.47449 7.25825 -0.66330 0.0 0.0 0.0
H 2.79311 8.01101 -2.93089 0.0 0.0 0.0
H 0.95263 6.91231 -4.12606 0.0 0.0 0.0
H -0.29410 5.03019 -3.11004 0.0 0.0 0.0
H -0.43194 3.63857 -0.53958 0.2 -0.1 -0.1
S 4.70507 -1.12604 0.92159 0.0 0.0 0.0
C 4.56756 0.49501 0.30719 0.1 0.0 0.0
C 5.52395 1.50642 0.30732 0.0 0.0 0.0
C 5.23087 2.67975 -0.35629 0.0 0.0 0.0
C 4.02596 2.82989 -1.05050 0.0 0.0 0.0
C 3.07948 1.82686 -1.04142 -0.1 0.0 0.0
C 3.32440 0.66452 -0.30594 -0.1 0.0 0.0
N 2.48343 -0.44193 -0.18727 -0.1 0.2 0.1
C 3.11542 -1.44594 0.35175 -0.1 -0.1 0.0
C 2.42542 -2.72521 0.30678 0.3 -0.1 0.1
C 3.08018 -3.90884 0.42364 -0.1 0.1 0.0
C 2.43541 -5.14961 0.07665 -0.1 0.0 0.0
C 1.14477 -5.13799 -0.27219 0.1 0.0 0.0
C 0.29468 -3.91434 -0.17359 0.1 0.0 0.3
C 1.01745 -2.59153 -0.00665 -0.5 0.4 -0.3
H 6.47696 1.37236 0.80054 0.0 0.0 0.0
H 5.95779 3.47965 -0.37224 0.0 0.0 0.0
H 3.84021 3.73509 -1.61212 0.0 0.0 0.0
H 2.19528 1.91729 -1.66475 0.0 0.0 0.0
H 4.12585 -3.93049 0.71046 0.0 0.0 0.0
H 3.01899 -6.05916 0.04626 0.0 0.0 0.0
H 0.67534 -6.04382 -0.63610 0.0 0.0 0.1
H -0.35589 -3.87796 -1.04697 0.1 -0.1 -0.1
O -1.00857 2.09919 -2.18863 0.1 -0.2 0.3
N -1.62950 1.00053 -1.56599 0.0 0.2 -0.1
C -2.72872 1.36515 -1.05221 0.0 -0.2 -0.1
C -3.68873 0.40608 -0.48563 0.0 0.2 0.0
C -4.99831 0.88496 -0.42551 0.0 -0.1 -0.1
C -6.06020 0.05496 -0.11586 0.0 0.0 0.0
C -5.81392 -1.28731 0.11078 0.0 0.0 0.0
C -4.51186 -1.76447 0.10050 0.0 0.0 0.1
C -3.41995 -0.93183 -0.14478 0.1 0.2 0.2
P -1.71506 -1.62938 -0.10374 0.8 0.1 -0.7
C -1.79177 -3.03815 1.03269 -0.2 0.2 0.2
C -2.69453 -3.12583 2.06930 -0.1 -0.2 -0.1
C -2.77771 -4.27766 2.86290 0.0 0.0 0.0
C -2.03559 -5.43366 2.50359 0.0 0.0 0.0
C -1.04659 -5.34836 1.58656 0.0 0.0 0.0
C -0.62893 -3.99593 1.08626 0.0 0.1 0.0
C -1.70526 -2.30360 -1.82330 -0.2 0.0 0.0
C -0.74000 -1.88070 -2.73055 0.1 0.2 -0.1
C -0.73261 -2.35820 -4.03307 0.0 0.0 0.0
C -1.69717 -3.26428 -4.44933 0.0 0.0 0.0
C -2.67675 -3.68044 -3.55749 0.0 0.0 0.0
C -2.68215 -3.19652 -2.25908 0.0 -0.1 0.1
H -0.16155 1.73873 -2.47664 -0.1 0.0 -0.2
H -3.05703 2.39737 -1.16620 0.0 0.0 0.1
H -5.18285 1.92259 -0.67413 0.0 0.0 0.0
H -7.06668 0.44784 -0.07644 0.0 0.0 0.0
H -6.62835 -1.96991 0.31316 0.0 0.0 0.0
H -4.35485 -2.80866 0.32123 0.0 0.0 0.0
H -3.42211 -2.34351 2.23487 0.0 0.0 0.0
H -3.50362 -4.32569 3.66246 0.0 0.0 0.0
H -2.27327 -6.38337 2.96419 0.0 0.0 0.0
H -0.45216 -6.21492 1.33550 0.0 0.0 0.0
H 0.02375 -3.61476 1.90027 0.0 0.0 0.0
H 0.01597 -1.16613 -2.42833 0.0 -0.1 0.1
H 0.03148 -2.02141 -4.72161 0.0 0.0 0.0
H -1.69046 -3.63916 -5.46403 0.0 0.0 0.0
H -3.43951 -4.37989 -3.87274 0.0 0.0 0.0
H -3.45537 -3.53716 -1.58105 0.0 0.0 0.0